C21H44AsF8LiN2O21 as an isolated structure at a distorted geometry. Source: the OMol25 dataset; level of theory: the ωB97M-V functional and the def2-TZVPD basis.

Summary:
E_LUMO (spin up / spin down) = -3.435 / -4.157 eV
HOMO (spin up / spin down) = -7.748 / -12.527 eV
charge = +1
2S+1 = 2

Geometry as XYZ:
```
98
Properties=species:S:1:pos:R:3:forces:R:3
As -0.136543 0.269526 -0.547240 0.10 -0.28 -2.57
F 0.347467 -0.389754 1.057470 -0.17 0.14 -0.58
F 0.985537 1.587936 -0.336480 -0.83 0.19 0.59
F -1.200023 -1.052224 -0.923850 0.42 0.06 0.89
F 3.450487 0.941696 1.580740 -0.84 1.60 0.08
F -1.477693 1.076346 0.395500 1.07 -0.26 -0.80
F 1.220397 -0.546744 -1.394800 -1.48 0.53 1.22
F -0.704673 0.943606 -2.131920 0.65 0.03 2.22
F -1.512273 0.266046 -5.966040 -0.91 -1.86 -2.22
O -6.119133 -0.862344 1.736010 1.02 -0.93 -0.07
O -4.493563 5.558076 -2.155440 2.81 -3.23 -2.59
O -6.365623 -2.965934 2.508940 0.81 -0.29 -0.76
O 3.557427 -5.714284 -1.105160 -0.53 0.60 2.57
O 4.941087 -0.232014 2.708800 0.35 0.48 0.05
O 3.611487 -5.793634 1.247250 -0.51 0.80 -1.53
O 0.437577 0.943986 -5.144300 0.42 -2.05 1.06
O 3.780387 2.381746 -1.460290 0.57 0.71 2.37
O -0.488613 -3.974634 2.515010 0.74 -0.85 0.72
O 5.698087 -2.072574 3.860380 -2.92 1.99 -3.34
O -4.774783 -2.599904 1.095630 -0.14 0.01 -0.44
O 4.324917 -2.207304 1.988610 0.81 -1.86 1.19
O 2.809597 4.162326 -0.318920 1.25 -1.48 -0.02
O 2.487937 -4.236454 0.303980 -0.64 -0.33 -1.05
O -3.939653 4.706216 -4.249780 2.34 -1.36 1.87
O 1.931567 2.322326 -6.060520 -0.51 0.17 0.24
O -2.697913 4.070866 -2.506190 -1.40 0.22 -2.39
O 4.749287 3.099166 0.363680 -0.33 0.29 -0.01
O -0.261803 2.832076 -5.836560 1.06 2.28 -0.65
O 0.944717 -2.320034 3.054610 -0.16 -1.36 0.45
O 1.346627 -4.624344 3.572210 -4.91 2.31 -2.03
N -3.776273 1.822356 2.053180 -0.20 0.60 -0.01
N 1.027117 3.526606 1.866970 -0.69 -0.48 0.89
C -7.431443 -2.673604 3.404310 0.51 -0.39 1.23
C -0.946293 0.883246 -4.960110 -0.03 1.26 1.48
C 4.323617 -0.057554 1.457510 -0.39 -0.67 -0.53
C 2.610047 -4.437794 4.015590 3.40 1.06 0.67
C 0.815857 2.082986 -5.707630 0.79 0.17 -0.72
C -5.766353 -2.038374 1.781970 -1.48 1.21 0.15
C -2.354733 4.018036 -1.164950 0.30 0.57 1.19
C -1.343533 2.351986 -5.077480 0.22 0.22 -0.12
C -3.782293 4.814796 -2.904910 -1.90 2.73 1.44
C 1.668147 -3.712934 -0.771530 1.01 1.43 -0.48
C 4.319237 -7.014674 1.234750 0.76 -0.39 -0.74
C 0.635267 -3.519114 3.040390 1.07 -0.99 0.71
C 3.538267 -1.342144 1.231760 0.63 1.35 0.18
C 5.019637 -1.541834 2.958900 2.39 -2.61 2.18
C -5.014523 5.360026 -4.874540 -0.70 0.16 0.34
C 3.688097 3.304076 -0.455990 0.15 0.02 -0.35
C -1.354163 -3.137404 1.781730 -0.27 0.45 -0.65
C 3.261297 -5.304694 0.010630 0.29 -0.53 -0.12
C 2.860907 2.431566 -2.523200 -1.06 0.77 -0.96
C 5.255477 4.143866 1.300880 -1.00 -0.14 -1.64
C -4.116283 -1.774764 0.125310 0.53 1.05 0.64
Li 0.062517 -0.358804 3.044630 0.34 -0.63 -0.47
H 3.011867 -5.338654 4.479370 -0.46 -0.27 -0.34
H -3.263513 3.920056 -0.571140 0.13 0.20 0.31
H 5.038117 0.146806 0.660110 0.19 0.37 0.24
H 3.783397 -7.727774 0.608280 -0.07 -0.28 0.41
H 2.730917 -3.679054 4.788770 -0.37 0.32 0.00
H -4.751353 -1.231714 -0.574600 -0.47 -0.85 -0.20
H -2.185263 -3.760414 1.451240 0.21 -0.07 0.08
H 5.288497 -6.879004 0.754920 0.13 0.05 0.09
H -7.403183 -1.660004 3.804200 -0.28 0.14 -0.67
H -7.165473 -3.299044 4.256470 -0.36 -0.13 0.08
H 1.599137 4.246296 2.285250 0.22 0.57 -0.29
H 3.205377 3.194526 -3.221290 -0.17 -0.01 -0.10
H 3.241597 -4.162714 3.170860 0.26 -0.07 0.16
H -3.314423 -2.349514 -0.338130 -0.48 -0.09 -0.05
H -1.160913 0.330566 -4.045470 0.09 0.34 -0.12
H -1.789483 -2.319384 2.355700 0.16 0.04 0.40
H 2.565817 -1.219954 1.708760 -0.14 -0.24 -0.43
H -1.661133 3.204126 -0.953820 -0.38 -0.41 -0.60
H 2.079667 -2.744324 -1.055350 -0.01 0.31 0.46
H -5.888893 4.893206 -4.421060 -0.51 0.92 -0.11
H -4.414453 2.269926 2.695460 -0.51 0.05 0.39
H -2.134343 2.589946 -5.788880 -0.83 -0.58 0.94
H -1.771913 4.902326 -0.907160 -0.42 0.39 0.26
H 2.787927 1.485306 -3.059270 0.48 -0.12 0.41
H -4.249123 1.588266 1.191960 -0.34 -0.49 -0.43
H -3.653363 -0.936564 0.646110 0.42 -0.05 0.28
H 4.480467 -7.326944 2.266540 -0.33 -0.02 -0.19
H 3.510237 -1.578814 0.168140 -0.15 -0.41 0.32
H -3.331953 1.028606 2.492070 0.26 -0.79 0.21
H 6.314817 4.223366 1.056820 -0.17 0.00 0.24
H -5.037233 5.128646 -5.939460 0.49 -0.17 0.17
H 1.855897 2.672466 -2.176770 0.14 0.14 0.01
H 1.748527 -4.179304 -1.753440 -0.28 -1.09 0.58
H 0.044977 3.618816 2.083740 -1.00 0.95 -0.07
H -8.386073 -3.029184 3.016560 0.12 0.47 -0.22
H -4.856943 6.429946 -4.738400 -0.74 -0.01 0.10
H -3.043223 2.486116 1.847830 0.80 0.45 -0.24
H 4.721687 5.053406 1.025340 0.22 0.16 0.23
H 5.081607 3.906166 2.350340 -0.04 -0.41 -0.25
H 0.657717 -3.511464 -0.415830 0.11 -0.58 -0.02
H -0.843793 -2.710614 0.918310 -0.01 -0.05 0.05
H -1.374943 2.878176 -4.123410 -0.33 -0.03 -0.12
H 1.145477 2.680686 2.405960 0.91 -1.13 0.03
H 1.135327 3.371066 0.874910 0.69 -0.01 -0.79
```
Forces are in eV/Å.



A 3-piece molecular cluster, C21H44BClN8O4P2 overall at a distorted geometry. Source: the OMol25 dataset; level of theory: the ωB97M-V functional and the def2-TZVPD basis.

Summary:
E_LUMO = -1.899 eV
HOMO = -7.991 eV
structure (SMILES) = COB(O)c1cc(Cl)cc2nccnc12.CN(C)P(=O)(N(C)C)N(C)C.CN(C)P(=O)(N(C)C)N(C)C

Geometry as XYZ:
```
81
Properties=species:S:1:pos:R:3:forces:R:3
Cl -2.972041 1.532414 -0.145478 1.28 -2.18 -2.14
P -4.801476 -0.325018 4.231380 -7.11 4.48 3.86
P 6.305048 1.213160 -2.298191 6.45 6.22 -1.76
O -4.046871 0.799296 4.982195 3.43 -2.40 -2.32
O 2.541664 -0.980027 -3.355561 -2.13 -2.06 1.75
O 7.273655 0.381621 -3.174305 -3.63 -2.93 0.91
O 2.121471 -1.907543 -0.930099 -1.36 0.44 -3.16
N -0.289580 -3.149688 -4.114988 -6.49 0.08 -0.54
N -5.772236 0.817760 3.365244 -0.07 0.86 -1.36
N -5.669006 -1.617583 3.368208 3.22 -1.98 0.04
N 5.191490 2.169137 -1.290969 -1.31 -3.26 1.40
N 6.132184 2.422594 -3.525339 -0.94 0.45 -1.29
N 7.610088 1.702592 -1.259112 1.05 -0.43 1.17
N -3.591317 -2.639822 -4.078221 6.84 -1.97 -0.72
N -5.664884 -0.758156 5.676814 0.08 -0.71 1.45
C -7.088724 -0.522012 5.876159 -0.15 -0.72 -0.40
C -1.278182 -3.958048 -4.905495 -0.44 2.63 2.13
C -0.622074 0.026356 -1.304290 -1.93 -3.39 -2.99
C 5.331325 2.013749 0.177135 0.41 0.21 0.65
C -5.041967 1.586462 2.350833 0.20 0.30 0.39
C -3.187434 -0.686035 -2.263920 3.02 0.59 1.06
C 8.142527 3.057698 -1.204134 -0.61 0.18 0.54
C -0.029627 -1.156886 -2.317534 -3.01 1.65 1.01
C 5.899134 3.852279 -3.340362 -0.22 0.15 0.29
C 8.761992 0.779870 -1.166709 -0.30 -0.16 -0.40
C 5.369814 1.987261 -4.701138 0.45 -0.37 -0.26
C -4.992489 -0.463959 6.960625 0.27 0.25 -0.37
C -2.247775 0.239977 -1.287745 1.08 -3.22 -2.98
C -0.973868 -2.097316 -3.288461 -0.57 0.61 0.57
C -4.973539 -1.926835 2.097943 -0.14 0.18 -0.79
C 3.794392 1.757424 -1.558351 -0.65 0.32 -0.45
C -7.146135 0.648019 2.900362 -0.15 -0.34 -0.13
C -2.882239 -3.687740 -4.889200 0.91 1.82 1.78
C -5.751520 -2.929354 4.054848 -0.40 -0.42 0.55
C -2.584388 -1.871368 -3.269704 0.32 0.96 0.92
C 1.616120 -3.289571 -0.802966 0.04 -0.94 -0.39
B 1.633994 -1.355778 -2.242971 0.68 -0.53 0.27
H 6.241107 2.472251 0.571067 -0.03 -0.25 -0.40
H 4.900494 4.075078 -2.950689 -0.11 0.11 0.03
H -7.234224 -0.076779 2.084472 -0.09 -0.06 -0.12
H 0.455479 -3.377127 -0.672650 2.08 0.48 -0.29
H -4.763618 -3.268101 4.386245 -0.17 -0.14 -0.03
H 9.363983 0.978347 -0.274948 -0.24 0.29 0.06
H -7.837702 0.360796 3.687536 0.26 -0.20 0.01
H 8.610072 3.354699 -2.146629 0.00 0.10 -0.12
H -7.552752 1.596980 2.529332 0.44 0.04 0.03
H 0.125430 0.626214 -0.616548 -1.87 -1.36 -1.57
H 3.514446 1.911775 -2.598951 0.20 -0.04 -0.13
H 5.997769 4.390138 -4.291418 -0.04 -0.43 -0.09
H 3.646650 0.696137 -1.325155 -0.16 0.15 0.10
H 4.291586 2.040103 -4.527264 -0.21 0.09 -0.11
H 4.519544 2.528432 0.705601 -0.19 -0.16 -0.43
H -5.422632 -1.046177 7.781004 -0.24 -0.12 -0.27
H 5.594773 2.609329 -5.574610 0.06 0.03 0.18
H -4.349297 -0.517981 -2.232379 2.61 -0.41 -0.12
H -7.330181 0.544003 5.896539 -0.08 0.12 -0.06
H 7.372984 3.778053 -0.920668 -0.06 0.01 -0.24
H 5.321387 0.957544 0.468436 -0.06 0.16 0.14
H -3.558356 -4.388599 -5.573401 1.56 1.81 1.73
H 9.425418 0.874721 -2.043268 -0.14 -0.13 0.17
H 5.612371 0.958181 -4.979785 0.06 0.09 0.20
H 1.920232 -3.837919 -1.817809 -0.66 0.66 2.46
H -4.924772 -1.062915 1.437408 0.00 0.22 0.13
H -6.177561 -3.693074 3.392742 0.25 0.31 -0.28
H -6.420726 -2.918956 4.918077 0.31 0.34 -0.11
H -4.919534 1.020013 1.423608 -0.16 0.06 -0.06
H -3.932428 -0.723051 6.921019 -0.15 0.18 -0.05
H 2.113368 -3.768218 0.146229 -0.80 0.97 -2.08
H 8.896650 3.155365 -0.411313 -0.05 -0.32 -0.15
H -7.434802 -0.961468 6.821630 0.35 0.11 -0.03
H 2.355617 -1.516065 -4.185402 0.01 1.15 1.47
H -5.564728 2.517027 2.103254 -0.07 -0.12 0.11
H 3.085755 2.347792 -0.966124 0.28 -0.04 0.01
H 6.631107 4.330917 -2.695749 -0.11 -0.26 0.15
H -5.082713 0.602896 7.227398 0.13 -0.22 -0.04
H -5.501210 -2.705522 1.535234 0.03 0.11 0.26
H -4.046202 1.871340 2.701237 -0.10 -0.16 0.12
H -0.857949 -4.847290 -5.571434 -0.92 2.25 1.64
H -3.947101 -2.264572 2.284752 -0.14 -0.16 -0.18
H 8.432629 -0.258563 -1.091850 0.04 0.17 -0.17
H -7.687891 -1.030684 5.118722 0.04 0.20 -0.15
```
Forces are in eV/Å.



C21H44GaN3OP2 as an isolated structure at a distorted geometry. Source: the OMol25 dataset; level of theory: the ωB97M-V functional and the def2-TZVPD basis.

Summary:
E_LUMO = -6.634 eV
HOMO = -13.812 eV
charge = +2

Geometry as XYZ:
```
72
Properties=species:S:1:pos:R:3:forces:R:3
Ga -0.159665 -0.021853 0.222435 -1.14 -0.09 -0.51
P -0.064390 -2.416667 -0.312561 -0.29 -0.79 -0.70
P -0.071507 2.397734 -0.052857 -0.31 1.04 -0.69
O 2.901423 -0.035927 0.498550 -4.55 -0.02 -0.29
N -0.147389 0.095277 -2.098393 0.30 -0.12 2.74
N -0.243942 -0.117756 2.636755 0.31 -0.62 -0.99
N -0.113967 0.488716 4.767675 0.03 -1.75 -1.41
C -1.658022 -3.301785 0.001420 -0.13 0.05 0.10
C 1.467600 3.303811 0.443633 -0.02 -0.16 0.11
C -0.189640 -1.272469 3.408778 0.00 1.76 2.35
C 1.388332 4.818387 0.231907 0.20 0.19 0.04
C -0.053842 1.293727 5.952983 0.03 1.19 1.05
C 0.501272 1.305383 -2.569573 -0.09 -0.08 -0.82
C -0.021912 2.569547 -1.891851 -0.18 -0.41 -0.43
C -0.121598 -0.914069 4.760720 -0.14 1.64 -3.43
C 1.397267 -4.847411 -0.279733 0.22 -0.21 0.02
C 0.512430 -1.052237 -2.693510 -0.08 0.14 -0.79
C -0.166960 0.900503 3.468654 -0.13 -0.17 1.69
C -1.659371 3.251261 0.364732 -0.11 -0.09 0.09
C 1.929720 2.968962 1.857078 0.24 0.14 0.21
C -1.876837 4.597101 -0.336095 0.00 0.13 0.01
C -1.874111 -4.563781 -0.842253 0.01 -0.08 0.00
C 1.743871 -0.039245 0.465906 7.85 0.01 0.45
C 1.931653 -3.180337 1.534590 0.15 -0.17 0.21
C -0.008464 -2.384477 -2.159753 -0.17 0.44 -0.38
C -1.899500 3.365731 1.866281 -0.15 0.10 0.35
C 1.475154 -3.364684 0.091905 -0.02 0.15 0.12
C -1.910249 -3.578761 1.479397 -0.07 -0.15 0.35
H 0.710660 -5.394469 0.379918 0.18 0.17 -0.18
H 2.388149 5.241897 0.408534 -0.28 -0.11 -0.06
H -2.396588 -2.548768 -0.326622 0.17 -0.12 0.01
H -0.920025 1.108482 6.610430 0.28 0.03 -0.42
H -1.186365 5.362598 0.029493 -0.22 -0.14 -0.10
H 1.608171 1.225941 -2.477482 -0.31 0.07 0.07
H -1.115311 -4.190922 1.931329 -0.20 0.09 -0.15
H -1.971955 2.390202 2.354683 -0.05 0.10 -0.14
H -1.516929 0.028170 -1.110530 0.17 0.01 0.17
H 2.221692 2.897815 -0.252894 -0.22 0.04 0.03
H -2.893712 -4.921594 -0.657160 0.19 0.06 -0.06
H 1.107974 -5.012140 -1.322587 -0.01 0.00 0.22
H 0.301543 1.364651 -3.663733 0.24 0.32 0.47
H 2.230857 -2.886210 -0.555432 -0.22 -0.05 0.02
H -1.046280 2.758814 -2.261082 0.43 -0.03 0.27
H -2.403215 2.541800 -0.037965 0.16 0.10 0.03
H 0.856246 1.087572 6.540791 -0.31 0.03 -0.41
H -0.167436 1.950474 3.238765 -0.01 -0.11 -0.15
H 1.618191 -0.977151 -2.584392 -0.32 -0.08 0.06
H -0.213692 -2.251984 3.030330 -0.04 -0.70 -0.51
H -1.766277 -0.026265 -0.231415 -1.47 0.07 -1.02
H 0.704287 5.292036 0.948886 0.19 -0.16 -0.20
H -2.850075 -4.134136 1.593268 0.23 0.11 -0.05
H 2.396992 -5.286736 -0.144952 -0.28 0.11 -0.05
H 2.039684 1.888261 2.006733 -0.06 0.30 0.18
H 1.236679 -3.653036 2.244085 0.24 0.16 -0.19
H 0.636522 -3.196470 -2.538184 -0.38 0.19 0.27
H 1.247748 3.379118 2.615584 0.21 -0.11 -0.20
H -1.115036 3.947499 2.370526 -0.15 -0.04 -0.14
H -2.896282 4.933792 -0.112498 0.19 -0.06 -0.07
H -0.089885 -1.495063 5.625078 0.06 -0.68 1.20
H 1.094737 5.092786 -0.786603 -0.01 -0.02 0.23
H -0.055554 2.367496 5.675118 0.01 -0.67 0.15
H -2.013403 -2.661753 2.064722 0.00 -0.07 -0.11
H -2.851797 3.882822 2.046636 0.26 -0.11 -0.05
H -1.031098 -2.536477 -2.552221 0.45 0.01 0.28
H -1.784230 4.528650 -1.422311 0.00 0.08 0.17
H -1.780582 -4.376528 -1.913948 0.00 -0.10 0.14
H 0.618644 3.419892 -2.181844 -0.37 -0.21 0.25
H 0.320180 -0.993538 -3.789084 0.24 -0.36 0.44
H 2.914717 3.426925 2.023970 -0.25 -0.14 0.03
H 2.909173 -3.665383 1.657701 -0.23 0.12 0.05
H -1.183468 -5.362897 -0.560460 -0.21 0.13 -0.08
H 2.053695 -2.122252 1.793896 -0.08 -0.30 0.16
```
Forces are in eV/Å.



no.,electronic energy (eV)
1,-151246.706
2,-74362.511
3,-99946.289